7
Properties=species:S:1:pos:R:3 method="wB97M-V/def2-TZVPD" lumo_energy_ha="-0.0870 / -0.0870" fmax_ev_per_a=2.5 e_homo_ev="-8.22 / -8.22" e_tot_ha=-10410.19524 relative_energy_kcal_mol=52.0
C 0.42 0.00 -0.34
C -0.75 0.68 0.22
C -0.83 -0.65 0.06
Br 1.25 0.14 -1.99
Br -1.65 2.22 0.59
Br -1.72 -2.22 0.28
Br 3.28 -0.18 1.19